1.
Molecular formula: C16H31BeNOP2
Method: DFT, wB97M-V/def2-TZVPD

The frontier orbital gap comes out at 0.2917 Eh. As for the max |F|: 4.10 eV/A.

```
52
Properties=species:S:1:pos:R:3:forces:R:3:nbo_charge:R:1
P -5.873317 -2.455419 -1.487052 -0.216 -1.610 -0.001 0.729
P -3.290129 -4.257403 -0.150008 0.482 -1.234 0.751 0.857
C -5.432658 -4.162537 -1.998562 -0.748 0.060 0.209 -0.713
C -4.843439 -5.000891 -0.839932 0.034 -0.057 -0.130 -0.718
H -4.726635 -4.065451 -2.837316 -0.203 -0.120 0.195 0.240
H -6.376628 -4.600479 -2.363778 0.436 -0.229 -0.102 0.224
H -5.558760 -5.073036 -0.005702 0.093 -0.231 -0.378 0.223
H -4.584944 -5.985273 -1.240024 -0.388 -0.195 0.223 0.219
C -2.154478 -5.023099 -1.400009 -0.086 0.442 -0.209 -0.939
H -1.095737 -4.903429 -1.132607 -0.412 -0.099 0.031 0.246
H -2.306112 -4.512091 -2.356859 0.079 -0.272 -0.072 0.223
H -2.417768 -6.090653 -1.468785 0.224 0.304 -0.169 0.210
C -2.797944 -5.428573 1.190783 -0.723 -0.369 0.164 -0.952
H -2.935943 -6.465898 0.856917 0.073 0.029 0.311 0.206
H -3.412813 -5.217740 2.078000 0.121 -0.273 -0.152 0.223
H -1.751606 -5.261877 1.477507 -0.363 -0.092 -0.339 0.249
C -6.774118 -1.731533 -2.887768 -0.174 0.251 0.059 -0.941
H -6.726028 -0.637295 -2.785772 -0.114 -0.372 -0.097 0.264
H -7.822552 -2.058093 -2.890993 0.263 0.074 -0.092 0.239
H -6.290327 -2.017893 -3.833647 -0.135 0.045 0.355 0.254
C -6.997752 -2.651475 -0.050328 -0.152 0.055 -0.549 -0.940
H -6.433736 -3.084871 0.787189 -0.203 0.138 -0.259 0.251
H -7.840815 -3.285730 -0.325926 -0.074 -0.057 0.223 0.231
H -7.357657 -1.657142 0.228283 0.041 -0.151 0.044 0.259
Be -4.416663 -1.419633 -0.641280 1.146 1.782 -0.068 1.532
C 3.363033 -3.404276 1.444366 0.278 -0.303 0.128 -0.195
C 3.283810 -4.048552 0.270753 0.752 0.144 0.644 -0.182
C 2.195084 -4.011902 -0.738937 -0.547 0.320 -0.180 -0.439
C 1.284380 -2.768780 -0.590604 0.454 -0.444 -0.710 -0.464
C 0.114710 -3.084019 0.267467 -1.765 0.965 0.385 -0.194
C -0.050102 -3.384426 1.559285 -0.302 -0.292 -0.359 -0.195
C 1.016336 -3.624035 2.568413 0.371 0.634 0.229 -0.442
C 2.268977 -2.756199 2.258199 -0.025 0.327 0.415 -0.451
C -5.054201 0.160551 -0.382300 0.158 -0.186 0.299 -1.422
H 4.334844 -3.339603 1.955813 -0.322 -0.598 -0.314 0.201
H 4.137579 -4.661329 -0.013268 0.176 0.342 -0.056 0.200
H 1.576250 -4.915633 -0.651635 0.061 0.058 -0.208 0.214
H 2.627300 -4.015897 -1.749747 0.076 -0.092 0.302 0.216
H 1.867517 -1.913403 -0.224800 -0.097 -0.258 -0.089 0.222
H 0.894656 -2.459340 -1.582186 0.264 -0.272 0.564 0.235
H -0.822204 -2.918577 -0.273398 0.275 -0.202 0.439 0.208
H -1.077634 -3.456228 1.951436 0.498 0.049 -0.433 0.203
H 1.258005 -4.692614 2.666624 0.102 0.215 -0.140 0.218
H 0.614777 -3.326595 3.553951 0.221 -0.056 -0.313 0.209
H 1.939563 -1.821353 1.771218 0.007 -0.295 0.443 0.221
H 2.698072 -2.473597 3.234235 0.001 -0.005 -0.454 0.213
H -4.253081 0.898572 -0.494821 -0.080 -0.014 0.367 0.228
H -5.404920 0.106819 0.667837 -0.032 0.590 -0.298 0.212
H -5.859041 0.493152 -1.043745 -0.237 -0.027 0.279 0.191
O -1.159547 -1.112891 -2.229609 0.078 -0.219 -0.133 -0.587
C -2.029651 -1.420747 -1.496194 -1.791 -0.173 1.899 0.804
N -2.882587 -1.767061 -0.684662 2.427 1.969 -2.654 -1.096
```
Positions in Å, forces in eV/Å.



2.
Molecular formula: C16H31BrCl4MgO10P
Method: DFT, wB97M-V/def2-TZVPD

Its charge is -1. The frontier orbital gap comes out at 0.0954 Eh. As for the max |F|: 5.28 eV/A.

```
64
Properties=species:S:1:pos:R:3:forces:R:3:nbo_charge:R:1
C 0.256982 -5.150894 -2.129977 -0.389 -0.189 -0.022 -0.088
C 0.751366 -4.627554 -1.177267 -0.232 0.520 0.122 -0.165
C 1.363706 -3.666778 -0.295765 0.391 -0.149 0.335 0.747
O 2.426280 -3.828187 0.222476 0.396 -0.166 0.309 -0.518
O 0.643060 -2.526812 -0.092140 -0.128 0.057 -0.217 -0.546
C 1.151444 -1.430975 -0.896121 0.024 0.397 -0.486 0.047
C 0.598339 -1.493477 -2.296444 -0.221 0.460 -0.231 -0.646
C 0.824517 -0.129184 -0.155304 -0.352 -0.524 0.511 -0.068
O 0.005301 0.780122 -0.870255 0.383 0.480 0.518 -0.572
C 0.727229 1.581410 -1.780526 0.007 0.337 0.298 -0.166
C 0.651251 3.124068 -1.500482 0.257 -0.451 0.336 -0.163
O 0.445152 3.792975 -2.736941 0.677 -0.257 0.789 -0.562
C 1.570093 3.575061 -3.600470 -0.133 0.864 -0.902 -0.113
C 1.114283 2.937293 -4.911128 -0.264 -0.296 0.257 -0.095
O 1.254479 1.538709 -4.960569 -0.130 0.188 -0.298 -0.537
C 2.448896 1.038072 -5.545604 0.157 -0.558 0.572 -0.065
C 3.577273 0.857850 -4.523933 -0.076 0.594 -0.189 -0.645
H -0.299115 -5.555776 -2.933157 0.134 -0.244 -0.267 0.232
H 2.236011 -1.497259 -0.966107 0.125 -0.436 0.131 0.205
H 0.799035 -2.445133 -2.777966 0.214 -0.074 -0.068 0.288
H -0.458230 -1.232848 -2.338850 -0.178 -0.142 0.178 0.197
H 1.119189 -0.756133 -2.904853 0.141 -0.040 -0.151 0.213
H 1.745421 0.350208 0.181397 0.101 0.246 -0.123 0.161
H 0.285831 -0.385895 0.752810 -0.187 -0.048 -0.186 0.201
H 0.298361 1.413454 -2.767907 0.376 -0.143 -0.282 0.222
H 1.772343 1.287289 -1.765511 0.108 -0.127 -0.348 0.206
H 1.567904 3.462026 -1.015957 0.096 0.130 0.048 0.191
H -0.177137 3.374607 -0.807494 0.455 -0.002 -0.279 0.197
H 2.374371 3.024905 -3.123366 -0.054 -0.250 0.091 0.191
H 1.975231 4.558864 -3.846280 -0.004 0.173 0.126 0.184
H 0.043768 3.128863 -4.979840 -0.116 0.117 -0.047 0.208
H 1.573303 3.436188 -5.767114 0.307 -0.129 -0.087 0.169
H 2.199334 0.052292 -5.924233 -0.192 -0.034 -0.179 0.211
H 2.763934 1.675942 -6.372223 -0.049 0.068 -0.145 0.153
H 3.163337 0.861913 -3.520422 -0.093 -0.216 0.105 0.205
H 4.093518 -0.084708 -4.664484 0.126 -0.087 -0.024 0.253
H 4.272593 1.695154 -4.588792 0.247 -0.040 0.086 0.183
C -1.565223 -0.033679 5.801403 -0.160 0.005 0.266 -0.261
O -2.935965 -0.169472 5.391884 2.094 -0.027 -1.533 -0.776
P -3.447079 0.071394 3.845220 -5.165 -0.573 0.939 2.480
O -4.304441 1.264217 3.955512 0.635 0.460 0.037 -1.089
O -4.258214 -1.341647 3.793276 0.221 0.247 -0.335 -0.795
C -4.876515 -1.873480 4.922011 0.500 0.551 -0.508 -0.157
O -3.051386 -0.093704 2.320300 2.462 -0.024 0.714 -0.748
C -2.382484 1.025229 1.681504 0.014 0.170 -0.189 -0.273
H -1.528743 -0.225908 6.870980 -0.101 0.015 0.023 0.195
H -0.929401 -0.753592 5.294497 -0.047 -0.045 0.067 0.186
H -1.210510 0.976863 5.610865 0.022 0.022 0.016 0.185
H -5.446690 -1.128074 5.482339 0.204 -0.020 0.246 0.204
H -4.082611 -2.310493 5.623482 -0.265 1.578 -1.229 0.121
H -5.539925 -2.665695 4.601184 0.044 -0.067 -0.117 0.201
H -1.536728 1.367992 2.276863 -0.035 0.025 -0.013 0.176
H -3.084827 1.841143 1.532719 -0.098 -0.046 0.089 0.213
H -2.013436 0.685735 0.718542 -0.075 -0.158 0.011 0.222
O 2.746461 -3.393483 -3.752793 -0.263 0.189 0.178 -1.336
H 2.362648 -3.834321 -2.984685 0.255 -0.082 -0.182 0.376
C 1.589488 0.779050 4.212025 0.003 -0.068 -0.072 -0.287
Cl 2.059420 -0.035645 5.703121 -0.012 0.016 0.030 0.021
Cl 0.526747 -0.244202 3.241926 0.247 0.036 0.072 0.031
Cl 0.851419 2.346785 4.549175 0.010 0.067 -0.059 0.016
H 2.482840 0.962227 3.631401 0.044 -0.037 0.000 0.235
Mg -1.693373 2.491218 -2.037298 -1.920 -0.086 -0.525 0.047
Br -4.316909 -3.861972 6.519641 -1.757 -2.615 2.392 0.116
Cl -5.675891 -5.225607 7.806311 1.219 0.437 -0.598 -0.222
```
Positions in Å, forces in eV/Å.



3.
Molecular formula: C16H31ClFeN3O6
Method: DFT, wB97M-V/def2-TZVPD

Its expectation value of S² is 12.022. Its multiplicity is 7. Its charge is +1. The frontier orbital gap (alpha / beta) comes out at 0.3449 / 0.1980 Eh. As for the max |F|: 4.30 eV/A.

```
58
Properties=species:S:1:pos:R:3:forces:R:3:nbo_charge:R:1
Fe 0.251893 0.031933 0.467979 0.953 -0.115 -0.117 1.678
Cl 3.655250 1.295346 -0.164505 4.227 -0.183 0.762 2.538
O 4.499023 0.166940 -0.619726 -1.350 1.767 0.555 -0.826
O 3.697431 2.407437 -1.071372 -0.125 -0.558 0.248 -0.808
O 2.310979 0.814451 -0.081268 -3.383 -1.067 0.119 -0.971
O 4.070495 1.711414 1.183439 -0.643 -0.460 -1.404 -0.845
C 0.668332 -2.675820 -2.955862 0.576 -0.221 0.254 -0.647
C -0.403734 -2.306361 -1.944673 -0.109 -0.238 1.175 0.064
C -0.894601 -3.586166 -1.145649 -0.170 0.665 -0.224 -0.613
O -0.107804 -1.279317 -1.026194 0.265 -0.290 -0.565 -0.423
H 1.363187 -1.882987 -3.232792 -0.318 0.291 0.165 0.249
H 0.191776 -3.035146 -3.867933 -0.007 -0.052 0.041 0.228
H 1.285705 -3.481462 -2.558518 0.027 -0.083 -0.036 0.222
H -1.261474 -1.965654 -2.524599 -0.499 0.412 0.210 0.220
H -1.712170 -3.477245 -0.433024 -0.138 0.801 -0.162 0.222
H -0.092279 -3.992444 -0.529763 0.245 -0.242 -0.580 0.227
H -1.298401 -4.242791 -1.916297 0.525 -0.430 0.130 0.234
C 0.834379 1.875363 3.282252 -0.653 -0.599 -0.263 -0.310
O 0.329161 1.023597 2.255458 0.602 1.325 0.951 -0.382
H 0.324559 1.678672 4.225387 0.101 -0.672 0.120 0.215
H 1.913356 1.980333 3.395758 0.072 -0.554 -0.520 0.235
H 0.468907 2.893522 3.148459 -0.253 0.315 -0.893 0.252
C 3.044678 -5.034771 1.724380 0.624 -0.259 -0.412 -0.622
C 4.112016 -4.026205 2.196007 -0.364 -1.818 -1.173 -0.372
C 3.530080 -2.701124 2.612839 1.073 -0.217 0.838 -0.563
C 2.410555 -2.095687 1.923566 -2.680 1.484 -1.142 0.508
N 1.478304 -1.543775 1.471895 2.342 -1.359 1.005 -0.526
H 2.395217 -5.399545 2.520151 -0.212 0.434 0.031 0.214
H 3.485678 -5.942762 1.313068 0.352 0.028 0.110 0.232
H 2.488855 -4.631304 0.877989 -0.357 0.162 0.199 0.200
H 4.896311 -3.902946 1.449157 -0.214 0.017 -0.205 0.222
H 4.609977 -4.450066 3.068057 0.071 0.164 0.028 0.221
H 4.398577 -2.043448 2.577142 -0.432 0.700 0.298 0.294
H 3.284165 -2.954216 3.644138 -0.616 1.069 0.171 0.274
C -1.208507 5.506147 0.867358 0.680 0.193 0.234 -0.621
C -0.717900 5.428365 -0.562778 0.304 -0.996 -0.553 -0.386
C -1.134015 4.229496 -1.406831 -0.247 -1.105 -0.686 -0.516
C -0.755042 2.876391 -0.933183 0.915 -2.156 1.159 0.479
N -0.381600 1.811120 -0.618430 -1.098 2.778 -0.575 -0.516
H -0.663574 4.840977 1.537203 0.241 -0.076 -0.119 0.203
H -2.256639 5.296942 1.081245 -0.136 0.380 -0.504 0.216
H -0.917015 6.525136 1.121884 -0.482 -0.029 0.705 0.237
H 0.367712 5.345535 -0.614718 0.158 0.561 0.484 0.226
H -0.994040 6.321692 -1.122966 -0.081 -0.083 -0.007 0.230
H -0.606961 4.225310 -2.360920 0.092 0.447 -0.244 0.273
H -2.187016 4.215417 -1.688071 -0.180 -0.086 0.290 0.255
C -4.012976 1.439748 -2.200221 0.049 -1.150 -0.144 -0.627
C -4.429866 -0.056870 -1.819785 0.604 2.544 0.579 -0.370
C -4.431678 -0.343445 -0.292748 0.645 0.315 -0.237 -0.530
C -3.083631 -0.275901 0.314364 3.571 -0.619 1.164 0.469
N -1.988216 -0.221078 0.759160 -3.718 -0.096 -1.629 -0.497
H -2.955852 1.699869 -2.146028 0.239 -0.572 0.623 0.204
H -4.547376 2.170006 -1.592584 -0.238 -0.056 -0.205 0.212
H -4.173392 1.593505 -3.267340 -0.651 0.072 0.066 0.232
H -3.764673 -0.762558 -2.317395 -0.367 -0.103 -0.094 0.215
H -5.481436 -0.158292 -2.088146 0.225 -0.318 -0.434 0.230
H -4.932856 -1.309855 -0.238353 0.488 -0.175 0.825 0.277
H -4.971832 0.374574 0.324337 -0.546 0.114 -0.412 0.264
```
Positions in Å, forces in eV/Å.



4.
Molecular formula: C16H31ClNO10P
Method: DFT, wB97M-V/def2-TZVPD

As for the SMILES: CNC[C@H]1OC(=O)O[C@@]1(C[C@@H](C)Cl)[PH2]=O.CCOC(=O)OC.CCOC(=O)OC. The frontier orbital gap comes out at 0.3744 Eh. As for the max |F|: 6.31 eV/A.

```
60
Properties=species:S:1:pos:R:3:forces:R:3:nbo_charge:R:1
C -3.198705 -0.668354 -1.432126 0.101 0.019 0.163 -0.434
N -2.069241 -0.890254 -2.366244 -0.467 0.894 -0.184 -0.614
C -1.059063 0.183632 -2.210297 -0.687 -0.989 0.613 -0.267
C -0.261932 -0.140978 -0.913730 1.141 -0.061 -0.458 0.049
O 1.072359 -0.526964 -1.345289 0.198 -0.072 -0.823 -0.519
C 2.020060 0.331611 -0.872274 -5.220 -1.914 2.994 0.975
O 3.004139 0.596020 -1.361642 4.754 1.054 -2.004 -0.505
O 1.520402 0.799874 0.346805 -0.065 0.192 -0.348 -0.520
C 0.137745 1.006787 0.042799 -1.043 1.471 -0.729 -0.037
C -0.752229 1.395567 1.232750 1.168 0.007 0.651 -0.480
C -0.661559 0.485332 2.481127 -0.855 -0.656 -0.012 -0.169
C -0.452297 -1.008383 2.202590 0.278 -0.035 -0.575 -0.631
Cl 0.565107 1.045510 3.683274 -0.144 0.047 -0.410 -0.064
P 0.216070 2.661099 -0.909168 -0.448 0.447 0.109 1.470
O 0.886296 3.732983 -0.150962 0.157 -0.015 0.070 -1.066
H -4.147911 -0.741938 -1.979458 0.196 -0.252 0.330 0.208
H -3.190175 0.339726 -0.973837 0.067 -0.192 -0.223 0.165
H -3.168758 -1.384744 -0.597237 -0.165 0.097 -0.321 0.195
H -2.473267 -0.765481 -3.292280 0.334 -0.241 -0.016 0.368
H -0.353978 0.122476 -3.046505 -0.240 0.268 0.164 0.241
H -1.616600 1.135521 -2.177217 0.618 0.040 -0.007 0.177
H -0.694951 -1.045954 -0.475336 0.000 0.434 0.219 0.222
H -0.410280 2.395711 1.553334 -0.152 -0.284 -0.060 0.271
H -1.790554 1.546690 0.901473 0.246 -0.451 -0.018 0.236
H -1.629504 0.568372 2.994261 0.397 0.165 0.075 0.217
H -1.329718 -1.413586 1.671531 0.121 0.103 0.358 0.207
H -0.266924 -1.577425 3.119826 -0.250 0.224 -0.158 0.239
H 0.402257 -1.187065 1.533301 -0.096 0.162 0.356 0.217
H -1.150964 2.972967 -1.174724 0.316 -0.254 -0.115 -0.094
H 0.783174 2.410884 -2.192670 -0.250 -0.210 0.283 -0.062
C 4.556284 0.926989 6.689866 0.139 -0.095 0.263 -0.640
C 3.237182 0.254378 6.370770 0.144 0.496 -0.209 -0.072
O 3.182502 -1.073108 6.914594 -0.169 -0.120 0.082 -0.494
C 2.947522 -1.149230 8.225695 0.150 0.031 -0.101 0.982
O 2.767083 -0.221767 8.973350 -0.037 -0.153 -0.074 -0.647
O 2.962661 -2.441778 8.573450 -0.060 0.101 -0.042 -0.496
C 2.814721 -2.669373 9.975101 -0.035 -0.145 0.253 -0.256
H 5.391327 0.304938 6.362462 -0.051 0.043 -0.137 0.211
H 4.620823 1.896822 6.195563 -0.026 -0.040 -0.038 0.220
H 4.671276 1.080373 7.762966 -0.101 0.058 -0.021 0.224
H 3.133146 0.147483 5.291747 -0.046 -0.283 0.067 0.196
H 2.389170 0.844150 6.721719 0.035 -0.109 0.160 0.195
H 1.928269 -2.170976 10.364042 0.091 0.106 -0.026 0.197
H 3.705092 -2.330413 10.504583 -0.091 0.107 0.022 0.188
H 2.706465 -3.741719 10.119558 0.043 0.005 -0.219 0.194
C -0.430645 1.096772 -8.708502 -0.296 0.101 -0.013 -0.640
C -0.241598 -0.089761 -7.786446 0.374 0.115 -0.399 -0.071
O -1.265108 -0.141160 -6.780191 -0.122 -0.160 0.131 -0.498
C -2.451071 -0.599578 -7.187552 0.129 0.179 -0.044 0.983
O -2.728708 -0.976973 -8.295713 0.005 -0.010 0.190 -0.637
O -3.291025 -0.547997 -6.144767 0.066 -0.057 0.024 -0.508
C -4.634330 -0.921942 -6.459211 -0.299 -0.076 0.025 -0.257
H -0.497369 2.021703 -8.132732 0.146 -0.027 0.017 0.211
H 0.402020 1.173993 -9.408112 0.018 -0.016 0.052 0.221
H -1.353218 1.007526 -9.281999 0.058 -0.100 -0.030 0.226
H 0.703268 0.006153 -7.253060 -0.165 -0.025 0.228 0.193
H -0.208066 -1.028588 -8.340474 -0.197 0.015 0.032 0.196
H -4.669131 -1.897204 -6.941357 0.060 0.085 -0.094 0.201
H -5.093212 -0.165292 -7.095098 0.041 -0.098 -0.092 0.192
H -5.184327 -0.974054 -5.522326 0.187 0.074 0.072 0.191
```
Positions in Å, forces in eV/Å.



max |F| of number 1 (C16H31BeNOP2)? 4.10 eV/A



Look up the max |F| of the third one. 4.30 eV/A